No. 1
Below is a cluster of 5 separate species, C45H58NO10 in total at a distorted geometry, with properties calculated with ωB97M-V with the def2-TZVPD basis set.

Calculated values
highest occupied orbital energy = -0.15754 Eh
total charge = -1
Kohn-Sham gap = 4.292 eV

```
114
C45H58NO10 | OMol25 | ωB97M-V with the def2-TZVPD basis set
C -9.634 0.483 -3.399
C -9.520 -0.486 -4.679
C -9.662 -2.014 -4.227
C -8.498 -2.546 -3.256
C -7.049 -1.917 -3.521
C -6.145 -2.277 -2.208
C -5.292 -3.630 -2.418
C -4.378 -3.952 -1.126
C -2.802 -3.670 -1.381
C -2.143 -3.037 -0.043
C -0.530 -2.992 -0.096
C 0.060 -1.479 -0.246
C 0.892 -1.075 1.064
C 2.221 -0.207 0.763
N 2.003 1.247 0.701
C 2.918 1.991 -0.177
C 3.781 3.157 0.477
C 4.649 3.997 -0.629
C 5.506 3.056 -1.604
C 5.702 4.953 0.189
C 1.674 1.874 1.991
C 2.679 1.588 3.203
O 3.880 1.178 3.110
O 2.200 1.862 4.490
H -10.680 0.924 -3.317
H -8.809 1.265 -3.448
H -9.457 -0.113 -2.429
H -8.511 -0.294 -5.190
H -10.327 -0.147 -5.423
H -10.654 -2.091 -3.640
H -9.789 -2.695 -5.141
H -8.826 -2.480 -2.151
H -8.401 -3.678 -3.462
H -7.029 -0.783 -3.608
H -6.550 -2.455 -4.404
H -5.412 -1.419 -2.042
H -6.833 -2.342 -1.286
H -6.075 -4.471 -2.538
H -4.704 -3.574 -3.396
H -4.747 -3.249 -0.292
H -4.580 -5.014 -0.741
H -2.703 -2.960 -2.285
H -2.289 -4.667 -1.619
H -2.477 -3.722 0.826
H -2.628 -2.013 0.105
H -0.202 -3.675 -0.960
H -0.170 -3.501 0.870
H 0.650 -1.447 -1.220
H -0.875 -0.802 -0.277
H 1.269 -2.062 1.545
H 0.191 -0.595 1.819
H 3.025 -0.566 1.489
H 2.570 -0.546 -0.285
H 3.662 1.271 -0.688
H 2.309 2.453 -1.050
H 3.162 3.963 1.021
H 4.558 2.714 1.184
H 3.950 4.726 -1.171
H 6.458 3.623 -1.895
H 5.807 2.053 -1.145
H 4.887 2.916 -2.565
H 5.432 4.959 1.308
H 6.782 4.578 0.107
H 5.618 6.055 -0.145
H 0.659 1.429 2.323
H 1.466 3.007 1.924
C 5.989 -4.960 0.535
C 4.661 -4.958 0.653
C 3.965 -3.941 1.470
O 2.754 -3.939 1.579
C 4.798 -2.926 2.151
C 6.127 -2.929 2.033
C 6.822 -3.945 1.216
O 8.035 -3.948 1.106
H 6.515 -5.697 -0.058
H 4.036 -5.693 0.160
H 4.272 -2.188 2.745
H 6.751 -2.193 2.525
C 2.116 6.172 3.430
C 2.278 6.576 4.690
C 2.926 7.867 5.004
O 3.076 8.237 6.154
C 3.387 8.693 3.867
C 3.226 8.289 2.607
C 2.577 6.998 2.293
O 2.428 6.630 1.143
H 1.645 5.228 3.182
H 1.946 5.983 5.533
H 3.859 9.636 4.116
H 3.558 8.882 1.763
C 2.062 0.942 -4.153
C 1.745 1.138 -5.434
C 1.943 0.077 -6.444
O 1.656 0.255 -7.613
C 2.507 -1.209 -5.980
C 2.825 -1.405 -4.700
C 2.626 -0.344 -3.690
O 2.913 -0.521 -2.522
H 1.924 1.708 -3.400
H 1.331 2.073 -5.790
H 2.645 -1.975 -6.733
H 3.239 -2.340 -4.343
C -0.193 -1.391 6.181
C -0.347 -1.207 4.869
C -1.616 -1.549 4.191
O -1.756 -1.382 2.994
C -2.707 -2.100 5.022
C -2.553 -2.285 6.333
C -1.284 -1.943 7.012
O -1.145 -2.110 8.211
H 0.729 -1.147 6.694
H 0.443 -0.802 4.247
H -3.629 -2.344 4.509
H -3.341 -2.688 6.957
```

***

No. 2
Below is a structure of composition C45H60BBeF4N6O5 at a distorted geometry, with properties calculated with ωB97M-V with the def2-TZVPD basis set.

Calculated values
highest occupied orbital energy = -0.39640 Eh
energy relative to the best compared isomer or geometry (same formula, charge and spin) = 0.000 eV
total charge = +1
Kohn-Sham gap = 6.797 eV

```
122
C45H60BBeF4N6O5 | OMol25 | ωB97M-V with the def2-TZVPD basis set
Be -1.459 1.177 -2.008
B -0.127 0.261 0.344
F 1.239 0.400 0.119
F -0.790 1.485 0.190
F -0.613 -0.552 -0.729
F -0.489 -0.330 1.539
N 4.948 -0.275 -1.848
C 5.515 -1.430 -2.212
C 5.024 -2.658 -1.782
C 3.968 -2.672 -0.884
C 3.438 -1.487 -0.419
C 3.944 -0.316 -0.983
H 6.378 -1.386 -2.863
H 5.465 -3.574 -2.151
H 3.617 -3.626 -0.503
H 2.651 -1.439 0.315
H 3.431 0.611 -0.757
N 4.019 4.356 1.621
C 5.080 3.958 0.930
C 5.403 2.617 0.778
C 4.563 1.681 1.351
C 3.394 2.083 1.972
C 3.170 3.448 2.100
H 5.821 4.699 0.649
H 6.322 2.256 0.336
H 4.849 0.639 1.313
H 2.744 1.363 2.453
H 2.278 3.824 2.588
N 1.626 -2.431 4.198
C 2.278 -1.827 3.204
C 3.568 -1.356 3.316
C 4.196 -1.441 4.554
C 3.519 -2.051 5.586
C 2.218 -2.519 5.385
H 1.726 -1.614 2.296
H 4.039 -0.913 2.450
H 5.175 -1.001 4.695
H 4.011 -2.098 6.549
H 1.739 -3.179 6.096
N -3.520 1.088 -0.906
C -4.456 2.005 -1.189
C -5.606 2.178 -0.439
C -5.884 1.263 0.564
C -4.925 0.314 0.880
C -3.796 0.245 0.098
H -4.175 2.693 -1.976
H -6.302 2.972 -0.663
H -6.784 1.382 1.152
H -5.065 -0.405 1.676
H -3.013 -0.485 0.269
N 0.122 0.097 -3.480
C 1.110 -0.713 -3.065
C 1.754 -1.591 -3.917
C 1.354 -1.665 -5.242
C 0.285 -0.894 -5.656
C -0.236 0.023 -4.764
H 1.387 -0.606 -2.025
H 2.566 -2.216 -3.571
H 1.861 -2.336 -5.923
H -0.035 -0.980 -6.685
H -1.016 0.675 -5.140
N 0.371 -5.879 0.994
C 0.503 -4.570 1.236
C 0.560 -3.580 0.276
C 0.402 -3.996 -1.038
C 0.257 -5.328 -1.352
C 0.215 -6.228 -0.284
H 0.610 -4.298 2.282
H 0.697 -2.530 0.485
H 0.376 -3.179 -1.752
H 0.232 -5.726 -2.358
H 0.057 -7.287 -0.452
C -2.790 5.375 0.035
C -2.129 4.722 -1.147
O -1.880 3.531 -1.168
C -1.803 5.594 -2.320
H -2.005 5.784 0.673
H -3.351 4.633 0.599
H -3.450 6.144 -0.364
H -1.142 5.132 -3.051
H -1.421 6.577 -2.037
H -2.718 5.832 -2.874
C -3.670 -1.397 -4.693
C -2.686 -1.770 -3.627
O -2.341 -0.982 -2.765
C -2.086 -3.151 -3.670
H -4.194 -0.457 -4.508
H -4.510 -2.085 -4.805
H -3.156 -1.290 -5.651
H -1.545 -3.321 -4.601
H -2.841 -3.926 -3.528
H -1.407 -3.251 -2.826
C -1.594 -2.644 3.526
C -3.032 -2.800 3.946
O -3.671 -1.869 4.386
C -3.688 -4.153 3.790
H -0.813 -2.847 4.253
H -1.514 -1.653 3.085
H -1.489 -3.358 2.704
H -3.624 -4.503 2.758
H -4.742 -4.037 4.038
H -3.269 -4.887 4.479
C -3.807 1.381 4.553
C -2.999 2.567 4.074
O -2.792 3.489 4.829
C -2.469 2.550 2.662
H -4.543 1.769 5.252
H -3.137 0.627 4.963
H -4.334 0.899 3.726
H -3.328 2.669 1.989
H -2.063 1.570 2.401
H -1.731 3.309 2.417
C 2.831 2.751 -2.789
C 1.684 3.223 -1.932
O 0.638 2.598 -1.911
C 1.858 4.462 -1.083
H 2.624 1.918 -3.457
H 3.667 2.505 -2.128
H 3.141 3.563 -3.454
H 1.812 4.078 -0.062
H 0.937 5.015 -1.265
H 2.792 4.986 -1.241
```

***

No. 3
Below is a structure of composition C45H60F4N4PS2Ti at a distorted geometry, with properties calculated with ωB97M-V with the def2-TZVPD basis set.

Calculated values
highest occupied orbital energy = -0.40568 Eh
total charge = +1
Kohn-Sham gap = 6.507 eV

```
117
C45H60F4N4PS2Ti | OMol25 | ωB97M-V with the def2-TZVPD basis set
Ti -17.545 6.944 3.801
C -17.966 1.200 3.444
C -18.751 2.248 2.626
N -17.918 3.221 1.938
C -17.253 2.521 0.796
C -16.223 3.351 0.083
C -18.648 4.409 1.459
C -19.572 5.101 2.379
N -19.091 5.900 3.543
C -20.028 5.786 4.669
C -19.779 4.966 5.743
F -18.740 4.146 5.711
C -20.655 4.875 6.823
F -20.338 4.193 7.942
C -21.851 5.601 6.833
C -22.176 6.306 5.688
F -23.365 6.942 5.543
C -21.301 6.398 4.635
F -21.697 7.027 3.567
H -17.532 1.624 4.336
H -18.648 0.428 3.843
H -17.188 0.707 2.917
H -19.381 2.712 3.368
H -19.432 1.677 2.031
H -17.988 2.101 0.068
H -16.818 1.655 1.249
H -16.632 4.140 -0.568
H -15.494 3.773 0.781
H -15.592 2.738 -0.572
H -19.286 4.164 0.633
H -17.894 5.115 1.038
H -20.253 4.350 2.736
H -20.174 5.761 1.764
H -22.577 5.575 7.657
S -16.773 6.113 5.823
C -16.183 4.538 5.224
C -16.276 3.395 6.081
N -16.442 2.479 6.769
C -15.864 4.388 3.938
S -15.845 5.724 2.846
C -15.387 3.136 3.431
N -14.884 2.126 3.086
C -20.013 8.168 9.305
C -18.730 7.510 8.694
C -17.712 7.370 9.919
C -18.143 8.206 7.484
C -18.972 8.641 6.452
C -18.509 9.408 5.402
C -19.455 10.364 4.677
C -20.808 9.786 4.323
C -19.794 11.562 5.642
C -17.151 9.778 5.325
C -16.297 9.421 6.380
C -16.801 8.601 7.456
C -14.848 9.876 6.453
C -13.890 8.671 6.342
C -14.502 10.720 7.661
C -16.702 10.832 4.332
C -16.506 12.069 4.871
C -16.352 13.192 4.081
C -16.287 13.064 2.721
C -16.422 11.802 2.159
C -16.685 10.671 2.957
P -16.667 9.070 2.103
C -17.789 9.271 0.572
C -17.244 9.917 -0.754
C -19.017 10.026 1.049
C -18.357 7.902 0.202
C -14.927 8.913 1.529
C -14.056 8.593 2.728
C -14.843 7.802 0.475
C -14.293 10.153 0.880
H -20.177 7.597 10.247
H -20.830 8.097 8.630
H -19.777 9.190 9.467
H -18.990 6.460 8.362
H -17.550 8.377 10.266
H -16.763 6.868 9.653
H -18.117 6.749 10.750
H -20.029 8.418 6.496
H -18.948 10.764 3.796
H -21.417 9.573 5.180
H -20.727 8.878 3.661
H -21.359 10.533 3.789
H -20.323 11.184 6.491
H -20.388 12.280 5.121
H -18.857 11.991 5.988
H -16.084 8.356 8.191
H -14.719 10.514 5.570
H -13.947 8.034 7.273
H -12.834 8.987 6.300
H -14.179 7.967 5.562
H -14.439 10.068 8.500
H -15.343 11.451 7.855
H -13.593 11.252 7.494
H -16.559 12.272 5.908
H -16.144 14.135 4.558
H -16.079 13.950 2.135
H -16.341 11.707 1.108
H -16.697 10.874 -0.560
H -18.111 10.224 -1.320
H -16.612 9.237 -1.298
H -18.814 11.093 1.234
H -19.335 9.657 2.029
H -19.844 9.953 0.311
H -17.548 7.210 0.000
H -18.842 7.446 1.082
H -19.078 7.926 -0.654
H -14.361 7.680 3.187
H -14.026 9.407 3.470
H -13.049 8.505 2.416
H -15.381 6.898 0.679
H -13.781 7.582 0.357
H -15.167 8.117 -0.515
H -14.112 10.956 1.592
H -14.884 10.597 0.054
H -13.381 9.779 0.459
```

***

No. 4
Below is a cluster of 10 separate species, C45H60N10O15 in total at a distorted geometry, with properties calculated with ωB97M-V with the def2-TZVPD basis set.

Calculated values
structure (SMILES) = O=[N+]([O-])c1ccccc1.O=[N+]([O-])c1ccccc1.O=[N+]([O-])c1ccccc1.O=[N+]([O-])c1ccccc1.O=[N+]([O-])c1ccccc1.CN(C)C=O.CN(C)C=O.CN(C)C=O.CN(C)C=O.CN(C)C=O
highest occupied orbital energy = -0.32296 Eh
energy relative to the best compared isomer or geometry (same formula, charge and spin) = 21.399 eV
total charge = 0
Kohn-Sham gap = 6.761 eV

```
130
C45H60N10O15 | OMol25 | ωB97M-V with the def2-TZVPD basis set
O 1.763 2.657 -8.726
N 1.442 2.224 -7.625
O 0.598 2.804 -6.875
C 1.670 0.851 -7.272
C 0.968 0.143 -6.064
C 1.544 -1.172 -5.481
C 2.359 -1.918 -6.512
C 2.882 -1.442 -7.770
C 2.631 -0.031 -8.144
H 0.138 0.736 -5.476
H 1.055 -1.281 -4.447
H 2.678 -2.962 -6.460
H 3.414 -2.028 -8.352
H 3.101 0.271 -9.047
O -6.411 -7.683 0.887
N -5.788 -6.665 0.468
O -6.386 -5.924 -0.242
C -4.478 -6.280 0.947
C -3.573 -7.256 1.765
C -2.128 -6.673 2.303
C -1.756 -5.262 1.894
C -2.449 -4.528 0.909
C -3.812 -4.978 0.373
H -4.113 -8.261 2.077
H -1.565 -7.134 2.957
H -0.835 -5.112 2.145
H -2.091 -3.733 0.618
H -4.415 -4.273 -0.108
O 0.268 0.967 4.002
N -0.761 1.440 4.643
O -1.744 0.751 4.869
C -0.682 2.851 4.937
C 0.702 3.512 4.924
C 0.760 5.037 5.109
C -0.456 5.787 5.682
C -1.635 5.085 6.033
C -1.855 3.598 5.602
H 1.546 3.227 4.539
H 1.610 5.636 4.939
H -0.525 6.963 5.865
H -2.425 5.563 6.516
H -2.638 3.149 5.879
O -5.464 -1.021 -1.792
N -4.401 -0.878 -1.207
O -3.502 -1.658 -1.370
C -4.257 0.127 -0.040
C -2.977 0.053 0.779
C -2.613 1.304 1.587
C -3.807 2.159 2.121
C -5.049 1.981 1.504
C -5.391 1.114 0.327
H -2.000 -0.535 0.541
H -1.508 1.469 2.074
H -3.654 2.804 2.803
H -6.055 2.555 1.975
H -6.245 0.975 -0.384
O 4.032 5.248 0.861
N 3.779 4.431 -0.110
O 3.896 3.199 -0.007
C 3.003 4.955 -1.209
C 2.919 4.206 -2.546
C 2.131 4.786 -3.721
C 1.434 6.212 -3.563
C 1.515 6.833 -2.317
C 2.255 6.265 -1.045
H 3.472 3.298 -2.570
H 2.090 4.120 -4.621
H 0.807 6.571 -4.401
H 1.024 7.852 -2.093
H 2.388 6.905 -0.209
C 2.227 -4.034 2.945
N 1.258 -3.910 4.068
C 0.847 -2.486 4.409
C 0.741 -4.995 4.631
O -0.268 -4.914 5.418
H 3.203 -4.179 3.499
H 2.382 -3.149 2.165
H 2.108 -4.992 2.301
H 1.675 -1.976 4.994
H -0.014 -2.333 5.035
H 0.845 -1.754 3.554
H 1.361 -6.059 4.535
C 2.139 -3.986 -0.916
N 1.604 -4.767 -1.949
C 0.078 -4.568 -2.057
C 2.423 -4.969 -3.003
O 2.026 -5.127 -4.205
H 2.021 -2.923 -1.069
H 3.292 -4.273 -0.798
H 1.654 -3.994 -0.021
H -0.421 -5.400 -2.669
H -0.178 -3.551 -2.498
H -0.333 -4.774 -1.110
H 3.505 -5.086 -2.878
C -4.204 4.093 -1.544
N -3.326 3.158 -2.267
C -1.966 3.371 -2.279
C -3.828 2.011 -2.841
O -3.150 1.237 -3.452
H -5.083 3.600 -1.137
H -4.787 4.917 -2.131
H -3.808 4.387 -0.512
H -1.535 3.198 -1.237
H -1.765 4.480 -2.437
H -1.188 3.087 -2.885
H -4.836 2.023 -2.817
C 0.863 1.406 -0.041
N 0.610 -0.027 -0.064
C 0.027 -0.671 -1.315
C 0.616 -0.829 1.076
O 0.152 -1.934 1.176
H 0.512 2.029 -0.997
H 1.948 1.593 -0.059
H 0.513 1.894 0.848
H -0.313 -1.625 -1.167
H 0.879 -0.984 -1.762
H -0.673 0.017 -1.958
H 1.357 -0.411 1.914
C 4.104 1.620 3.013
N 4.338 0.213 2.515
C 4.672 -0.016 1.074
C 4.281 -0.842 3.366
O 4.573 -2.004 3.164
H 3.169 1.869 3.074
H 4.644 2.388 2.631
H 4.345 1.768 4.143
H 5.290 0.918 0.896
H 3.744 -0.108 0.368
H 5.233 -0.891 1.186
H 4.012 -0.658 4.380
```

***

Looking at LUMO energy for the records above, in order, we have 0.0, -4.0, -4.5, -2.0 eV.